The molecule C15H22O in a non-equilibrium geometry. Source: the OMol25 dataset; level of theory: ωB97M-V/def2-TZVPD.

Values from the calculation:
- SMILES: CCCCC/C(C=O)=C\[C@@H]1C[C@H]2C=C[C@@H]1C2
- DFT total energy: -659.92962 Ha
- Energy above the lowest of the compared OMol25 structures with the same formula, charge and spin: 1.214 eV

ORCA input file:
```
! RIJCOSX wB97M-V def2-TZVPD def2/J DEFGRID3
* xyz 0 1
C 2.2663 3.0427 1.5780
C 2.8427 3.2313 0.1907
C 1.8588 3.5765 -0.9341
C 0.6594 2.6521 -1.0701
C 1.0480 1.2091 -1.3703
C -0.1863 0.3135 -1.4763
C -0.9068 0.4076 -2.7244
O -2.0634 0.0332 -2.9216
C -0.6522 -0.5443 -0.4556
C 0.0338 -0.6976 0.8899
C 0.7254 -2.0868 1.1328
C -0.0025 -2.5873 2.4015
C 0.3599 -1.6746 3.5219
C -0.2624 -0.4839 3.2811
C -1.0321 -0.6564 2.0008
C -1.4399 -2.1245 2.1710
H 3.0844 3.0358 2.3642
H 1.7039 2.1525 1.7058
H 1.6164 3.9032 1.7815
H 3.5820 4.0701 0.2424
H 3.3904 2.3401 -0.0703
H 1.4896 4.5862 -0.7992
H 2.4640 3.5840 -1.8881
H 0.0560 3.1073 -1.8682
H 0.0968 2.6333 -0.1454
H 1.5573 1.1636 -2.3406
H 1.7190 0.8107 -0.5838
H -0.3758 0.7854 -3.5862
H -1.5853 -1.1133 -0.6347
H 0.7256 0.1319 1.1145
H 1.7736 -1.9456 1.2703
H 0.5672 -2.7704 0.2989
H 0.1511 -3.6526 2.6106
H 0.9870 -1.9309 4.3703
H -0.2254 0.3843 3.9585
H -1.8686 0.0022 1.8252
H -2.1190 -2.2754 3.0248
H -1.9301 -2.5043 1.2428
*
```

For each atom in turn, the Mulliken charge in e is:
1 C -0.89
2 C -0.41
3 C -0.76
4 C -0.34
5 C -0.81
6 C -0.10
7 C -0.46
8 O -0.53
9 C -0.92
10 C 2.24
11 C -1.25
12 C -0.18
13 C -0.56
14 C -0.85
15 C -0.32
16 C -0.70
17 H 0.35
18 H 0.05
19 H 0.30
20 H 0.34
21 H 0.30
22 H 0.37
23 H 0.29
24 H 0.32
25 H 0.31
26 H 0.48
27 H 0.29
28 H 0.42
29 H 0.32
30 H -0.75
31 H 0.42
32 H 0.42
33 H 0.49
34 H 0.45
35 H 0.44
36 H 0.61
37 H 0.35
38 H 0.28